Computed, not measured: 9 unconnected molecules or ions with the total composition C22H58N4O9S5, with wB97M-V/def2-TZVPD.

As for the HOMO-LUMO gap (spin up / spin down): 1.71 / 8.71 eV. The charge is -1. The multiplicity is 2. Its expectation value of S² is 0.75.

```
98
Properties=species:S:1:pos:R:3:forces:R:3:mulliken_charge:R:1
C 4.3987 -4.2568 1.4006 -0.753 -1.257 -0.033 -0.939
S 3.0885 -4.9382 0.2572 0.256 0.106 0.947 0.543
O 2.5804 -6.2317 0.8525 0.402 1.128 -0.304 -0.670
C 1.9009 -3.6208 0.6391 0.141 -0.247 0.088 -0.885
H 4.0303 -4.3931 2.4174 -0.399 0.384 0.004 0.302
H 4.6135 -3.2143 1.1657 0.211 -0.233 -0.057 0.276
H 5.2268 -4.9648 1.3678 0.323 0.432 -0.498 0.372
H 1.8509 -3.4434 1.7134 -0.288 -0.364 0.047 0.616
H 0.9567 -3.9372 0.1958 0.008 0.211 0.291 0.255
H 2.1953 -2.6649 0.2059 0.106 -0.219 -0.379 0.076
C 1.8049 1.0162 4.1912 1.303 -0.487 -0.200 -0.558
S 2.1674 -0.5788 3.2284 -1.376 1.314 -0.324 0.845
O 0.8457 -0.9343 2.5739 0.729 -0.115 0.219 -0.644
C 3.1896 0.0224 1.8260 -0.988 0.142 0.522 -0.016
H 1.6800 1.9737 3.6856 -0.429 -0.316 -0.873 -0.280
H 2.7063 1.2117 4.7720 0.014 -0.349 0.389 0.331
H 0.9560 0.8150 4.8447 -0.019 -0.252 -0.041 0.179
H 2.5352 0.6520 1.2232 -0.002 0.343 0.284 -0.709
H 3.3553 -0.8367 1.1758 0.565 -0.166 0.361 0.076
H 4.0550 0.5586 2.2155 0.147 -0.173 -0.303 0.570
C -1.8306 -2.4544 2.3066 -0.367 0.850 0.013 -0.777
S -2.4274 -0.9127 3.1756 -0.642 -0.846 -0.138 0.477
O -3.5259 -0.3673 2.2829 0.659 -0.183 0.273 -0.610
C -3.3563 -1.6153 4.5921 0.065 -0.299 0.454 -0.200
H -1.4381 -2.1262 1.3441 -0.175 0.386 -0.014 -0.203
H -2.7165 -3.0601 2.1161 0.185 -0.249 0.254 0.501
H -0.9679 -2.9346 2.7682 -0.421 -0.038 0.520 0.291
H -4.1382 -2.3267 4.3266 0.102 0.000 -0.565 0.141
H -3.8465 -0.8155 5.1473 0.098 0.456 -0.462 0.058
H -2.7421 -2.0857 5.3599 0.539 -0.091 -0.341 0.359
C -5.7751 3.2698 -0.9459 0.458 -0.777 -0.352 -0.774
S -5.6337 1.5343 -1.6569 2.038 0.234 -1.521 0.385
O -4.9485 1.5770 -3.0557 -1.619 0.364 2.056 -0.637
C -4.1954 1.0160 -0.6476 -0.048 0.601 0.001 -0.123
H -6.0123 3.2119 0.1164 -0.177 -0.286 -0.032 0.282
H -6.5622 3.8096 -1.4723 0.151 -0.130 -0.087 0.403
H -4.8028 3.7544 -1.0353 -0.044 0.035 -0.295 0.178
H -3.3404 1.4293 -1.1826 -0.152 0.348 -0.008 -0.199
H -4.0264 -0.0607 -0.6338 -0.592 0.041 0.202 0.434
H -4.2424 1.4661 0.3440 -0.019 -0.462 0.129 0.021
C 1.5309 1.7040 -4.8205 0.010 0.184 0.262 -0.848
S 2.4010 0.4837 -5.8864 0.180 -0.479 2.612 0.388
O 3.7197 0.3822 -5.1620 -0.257 -0.033 -1.013 -0.630
C 1.4397 -0.9696 -5.2482 -1.012 0.245 -0.369 -0.830
H 1.6920 1.5093 -3.7602 -0.275 -1.200 0.021 0.128
H 0.4704 1.7668 -5.0644 0.086 0.186 -0.004 0.331
H 2.0312 2.6719 -4.7871 -0.014 0.170 -1.257 0.485
H 1.5113 -1.0467 -4.1633 0.501 0.083 -0.055 0.143
H 1.6085 -1.9293 -5.7368 0.992 0.266 -0.057 0.402
H 0.3718 -0.8839 -5.4488 -0.179 0.625 -0.106 0.439
C 3.8347 3.8806 3.0592 0.271 -1.339 -0.364 -0.252
O 4.7207 3.0516 3.2977 -0.627 1.021 -0.526 -0.451
N 3.3087 4.0880 1.8102 1.822 0.451 0.183 0.296
C 2.0564 4.6843 1.5296 -0.857 0.535 -0.604 -0.725
C 3.9045 3.4070 0.6475 0.227 0.261 1.219 -0.906
H 3.3792 4.4305 3.8972 -0.230 0.250 -0.410 0.467
H 1.5029 3.8512 1.0964 -1.391 0.171 0.790 0.000
H 1.9920 5.4000 0.7100 1.099 0.183 -0.443 0.349
H 1.6749 5.3261 2.3238 -0.467 -1.036 0.543 0.378
H 3.6190 3.9151 -0.2736 -0.092 -0.044 0.161 0.353
H 4.9830 3.4779 0.7884 -0.011 -0.392 -0.254 0.349
H 3.5664 2.3709 0.6635 0.249 -0.021 -0.400 0.107
C 0.0034 -3.9409 -5.0683 -1.453 0.490 1.901 -0.054
O -0.9523 -3.1457 -5.0234 1.746 -1.215 -0.308 -0.592
N 0.4805 -4.5999 -3.9479 0.347 -0.929 -1.240 0.280
C 1.4849 -5.6747 -3.9502 0.598 0.954 -0.983 -0.891
C -0.0418 -4.4532 -2.6274 -0.337 1.524 0.997 -0.997
H 0.5405 -4.1591 -6.0043 0.063 -0.185 0.176 0.440
H 1.8868 -5.8239 -4.9524 -0.501 -0.374 -0.244 0.280
H 1.1169 -6.5896 -3.4858 -0.188 0.018 -0.278 0.314
H 2.3930 -5.3814 -3.4236 -0.171 0.248 0.561 0.310
H -0.7787 -3.6541 -2.5457 -0.167 -0.289 -0.334 0.234
H -0.4100 -5.3711 -2.1692 -0.133 -0.193 -0.376 0.321
H 0.7589 -4.0814 -1.9879 0.183 -0.144 0.099 0.318
C 0.0462 -0.6787 -0.7371 -0.837 2.074 0.338 -0.287
O -0.0397 -1.8603 -0.9057 -0.060 -2.093 -0.554 -0.331
N -0.4861 0.2772 -1.5474 2.019 -0.029 1.176 0.623
C -0.2483 1.6969 -1.1811 -1.763 -1.390 -0.197 -0.805
C -1.2404 -0.0938 -2.7087 -0.606 -0.182 0.620 -0.110
H 0.4500 -0.2866 0.2091 0.330 0.246 -0.091 0.190
H -0.3383 2.2230 -2.1314 0.681 0.554 0.320 0.497
H 0.6477 1.7924 -0.5678 0.202 0.205 -0.587 -0.035
H -1.0886 1.9941 -0.5537 0.086 0.486 -0.025 0.268
H -1.2506 -1.1836 -2.7248 0.109 0.078 -0.410 -0.067
H -2.2637 0.2236 -2.5081 -0.170 0.123 -0.704 0.056
H -0.8441 0.3360 -3.6286 -0.090 -0.038 0.018 -0.028
C -2.8993 3.7754 1.2368 0.550 0.074 1.178 -0.432
O -2.0200 3.9404 0.4088 0.356 -0.351 -0.066 -0.456
N -2.7553 3.2108 2.4808 0.741 0.721 -1.081 0.968
C -3.9075 2.9995 3.3713 1.418 -1.272 0.141 -1.313
C -1.4724 2.5258 2.9071 -0.991 0.391 0.061 -1.062
H -3.8861 4.2010 0.9972 -0.308 -0.294 0.616 0.296
H -4.1153 1.9345 3.2678 -0.881 -0.059 -0.057 0.402
H -4.7732 3.6493 3.2424 0.307 0.009 -0.312 0.338
H -3.5074 3.0488 4.3840 -0.269 0.525 0.161 0.403
H -1.3044 2.6945 3.9708 -0.397 0.033 0.165 0.298
H -1.5658 1.4488 2.7680 0.076 0.125 -0.177 0.059
H -0.5464 2.8909 2.4630 -0.504 0.238 -0.661 -0.154
```
Forces are in eV/Å.

***

Computed, not measured: 3 unconnected molecules or ions with the total composition C22H59BN7O4P2, with wB97M-V/def2-TZVPD.

As for the HOMO-LUMO gap: 7.01 eV. The charge is +1.

```
95
Properties=species:S:1:pos:R:3:forces:R:3:mulliken_charge:R:1
C 1.9021 -3.4459 0.2710 0.638 0.272 0.921 -1.575
C 2.1455 -1.9114 0.2481 -0.636 -0.266 -0.136 -0.477
C 0.8645 -1.0455 0.1346 -0.091 0.176 0.139 0.152
C -0.1261 -1.5610 -0.9221 0.528 -0.056 -0.323 -1.538
C 0.2341 -0.7294 1.5214 -0.143 -0.227 -0.571 0.379
C -1.1068 0.0612 1.4403 0.043 0.259 0.602 -1.164
C -2.3442 -0.5963 2.1079 0.166 0.094 -0.555 -0.349
C -2.4002 -2.1366 2.0618 -0.749 0.570 -0.354 -0.511
B -3.3349 -2.7258 0.8763 0.276 -0.326 -0.035 0.899
O -3.7094 -4.0512 0.9940 -0.214 0.556 0.483 -0.473
O -3.7415 -1.9633 -0.1615 -0.346 -0.018 0.628 -0.490
C -5.1922 -1.9246 -0.2092 -0.532 -0.211 -0.546 -0.742
N -1.0492 -2.8155 2.0213 0.092 -0.745 0.626 0.099
C 0.0818 -1.9464 2.4285 0.301 1.106 0.675 -1.410
H 0.8613 -3.7520 0.1531 0.124 -0.029 -0.386 0.363
H 2.5435 -3.9769 -0.4314 -0.317 0.015 -0.207 0.422
H 2.2116 -3.8176 1.2563 -0.070 -0.146 -0.140 0.360
H 2.6850 -1.6360 1.1583 0.041 0.145 -0.151 0.364
H 2.8092 -1.6408 -0.5724 -0.011 -0.087 0.046 0.296
H 1.2180 -0.0757 -0.2348 -0.155 -0.021 0.026 0.344
H -0.9183 -0.8572 -1.1744 -0.004 -0.042 0.201 0.450
H -0.5843 -2.5317 -0.6999 -0.040 0.123 0.001 0.215
H 0.4441 -1.7119 -1.8451 -0.130 -0.100 0.037 0.464
H 0.9585 -0.0851 2.0262 0.022 -0.181 0.062 0.675
H -0.9370 1.0002 1.9734 -0.132 -0.007 -0.096 0.311
H -1.3679 0.3651 0.4283 0.209 -0.274 -0.069 0.361
H -2.4897 -0.2114 3.1184 0.255 -0.271 0.074 0.463
H -3.2207 -0.2537 1.5495 0.022 0.005 0.127 -0.124
H -2.8831 -2.4654 2.9905 0.247 -0.069 -0.008 0.226
H -3.8029 -4.2760 1.9321 0.148 -0.407 -0.376 0.323
H -5.6247 -2.9228 -0.3113 0.263 -0.023 -0.002 0.382
H -5.4936 -1.3494 -1.0806 0.165 0.160 0.132 0.206
H -5.5973 -1.4667 0.6968 0.138 0.209 -0.170 0.264
H -0.8749 -3.2694 1.1224 0.118 0.340 -0.074 0.281
H -1.0807 -3.5873 2.6890 0.018 -0.026 -0.135 0.461
H 0.9943 -2.5256 2.5557 -0.113 -0.165 -0.402 0.563
H -0.1621 -1.5826 3.4332 -0.188 -0.155 -0.083 0.498
O -5.8091 1.4673 0.6510 2.516 -1.453 -2.889 -0.919
P -5.7980 2.6208 -0.3575 -4.044 3.862 4.242 1.089
N -5.0706 3.7731 0.6890 0.791 0.015 -0.031 0.243
C -5.5944 4.9743 1.2972 0.001 0.484 -0.394 -1.161
C -3.7222 3.4657 1.1395 -0.040 -0.496 -0.080 -1.101
N -7.5222 2.7202 -0.4497 -0.489 -0.900 -0.322 0.148
C -8.3051 3.8292 0.0509 0.139 0.495 -0.507 -1.227
C -8.2450 1.4748 -0.1997 0.096 -0.130 0.112 -0.925
N -5.6874 3.6650 -1.7136 0.478 -1.542 -0.466 0.042
C -4.8209 4.8209 -1.8539 0.741 -0.041 -0.091 -0.923
C -6.5353 3.4541 -2.8869 0.069 -0.298 -0.292 -0.999
H -4.9062 5.8164 1.1434 0.059 -0.040 0.109 0.409
H -5.7357 4.8456 2.3764 -0.023 -0.027 -0.014 0.329
H -6.5363 5.3076 0.8770 -0.024 -0.209 -0.056 0.335
H -2.9962 3.5493 0.3174 0.113 0.010 0.088 0.286
H -3.6547 2.4500 1.5431 -0.032 -0.013 -0.035 0.186
H -3.3977 4.1435 1.9283 -0.148 0.103 -0.037 0.440
H -8.2589 3.9109 1.1437 -0.020 0.075 0.000 0.341
H -9.3541 3.7098 -0.2294 0.040 -0.183 -0.012 0.423
H -7.9993 4.7728 -0.4076 0.126 0.018 0.129 0.298
H -8.3479 1.2655 0.8715 -0.008 -0.089 -0.007 0.298
H -7.7426 0.6297 -0.6663 0.047 0.009 0.102 0.202
H -9.2444 1.5261 -0.6393 0.017 0.204 -0.008 0.363
H -5.3392 5.7267 -1.5278 -0.015 -0.048 0.085 0.275
H -4.5222 4.9676 -2.8943 -0.152 -0.114 -0.038 0.356
H -3.8919 4.7208 -1.2983 -0.148 0.035 0.188 0.221
H -7.3831 4.1439 -2.8716 0.010 -0.017 0.041 0.292
H -6.9184 2.4388 -2.9240 -0.115 0.064 0.109 0.297
H -5.9812 3.6126 -3.8152 0.122 0.081 0.097 0.378
O 5.2271 -0.7620 -0.1914 0.308 -1.845 3.134 -0.841
P 6.6648 -1.2551 -0.2203 1.627 2.650 -5.354 1.007
N 7.4485 0.2645 -0.2355 -0.034 0.265 0.488 0.250
C 8.2755 0.8964 -1.2372 0.591 -0.222 -0.027 -1.128
C 7.1775 1.1377 0.8994 -0.476 -0.188 0.154 -1.119
N 6.5620 -2.0602 -1.7469 -0.834 -0.487 -0.103 0.202
C 7.3043 -1.6663 -2.9258 0.639 -0.206 0.151 -1.257
C 5.2296 -2.5035 -2.1445 -0.166 0.127 0.084 -0.984
N 8.1147 -2.1023 0.1172 -1.259 -0.621 0.970 -0.038
C 9.3414 -1.5429 0.6553 0.083 0.260 0.640 -0.916
C 8.2222 -3.5358 -0.1527 -0.155 -0.252 0.211 -0.973
H 9.1994 1.2824 -0.7868 -0.071 0.104 0.028 0.408
H 7.7549 1.7352 -1.7126 -0.016 -0.023 -0.006 0.334
H 8.6099 0.2252 -2.0219 -0.186 -0.102 0.073 0.320
H 7.6417 0.7538 1.8184 -0.007 0.119 0.049 0.315
H 6.1046 1.2369 1.0838 0.012 -0.056 -0.007 0.237
H 7.5662 2.1416 0.7347 0.096 -0.071 -0.164 0.423
H 6.9913 -0.6866 -3.3067 0.076 0.007 -0.039 0.348
H 7.1605 -2.3957 -3.7263 -0.159 -0.045 0.091 0.411
H 8.3806 -1.6669 -2.7371 -0.027 0.171 0.071 0.318
H 4.6329 -1.6879 -2.5732 -0.087 -0.044 0.017 0.332
H 4.6864 -2.9163 -1.2959 -0.002 0.111 0.013 0.131
H 5.3051 -3.3024 -2.8870 0.188 0.066 -0.043 0.442
H 10.0122 -1.2451 -0.1552 -0.060 0.055 -0.021 0.275
H 9.8716 -2.2724 1.2717 -0.115 -0.130 -0.092 0.358
H 9.1651 -0.6897 1.3054 -0.046 0.096 -0.207 0.229
H 8.7592 -3.7076 -1.0894 -0.025 0.017 -0.001 0.292
H 7.2441 -4.0018 -0.2263 0.000 0.056 -0.149 0.280
H 8.7552 -4.0548 0.6477 0.055 0.154 0.050 0.378
```
Forces are in eV/Å.

***

| no. | molecular weight (g mol⁻¹) |
| --- | --- |
| 1 | 683.1 |
| 2 | 558.5 |